{
  "formula": "C8H13OP3",
  "method": "ωB97M-V with the def2-TZVPD basis set",
  "smiles": "[H]/P=C(\\P)Oc1ccccc1C.P",
  "lumo_energy_ev": 0.14,
  "homo_lumo_gap_ha": 0.3298,
  "species": ["C", "C", "C", "C", "C", "C", "C", "C", "O", "P", "P", "P", "H", "H", "H", "H", "H", "H", "H", "H", "H", "H", "H", "H", "H"],
  "positions_angstrom": [[-0.4543, -2.8869, 0.9324], [-0.0014, -2.9109, -0.3874], [-0.5980, -1.7179, 1.6348], [0.2977, -1.6987, -0.9600], [-0.1189, -0.5518, 1.0811], [0.3340, -0.5246, -0.2563], [-0.1866, 0.7317, 1.9186], [2.0531, 0.8937, -0.7848], [0.7491, 0.5870, -0.9534], [3.1012, -0.1923, 0.0351], [-3.2276, 1.4030, -0.8565], [2.5747, 2.3897, -1.5832], [-0.7588, -3.7178, 1.4282], [-0.1391, -3.8149, -0.9387], [-1.0252, -1.6457, 2.6912], [0.3505, -1.7699, -2.0486], [-0.7101, 0.4498, 2.8763], [0.7678, 1.1459, 2.0380], [-0.7145, 1.4728, 1.3585], [-4.2268, 1.9962, -1.5620], [4.2564, 0.4534, -0.3336], [-2.1967, 2.0380, -1.4509], [-3.5837, 2.4393, 0.0209], [1.8261, 2.2516, -2.8225], [1.6310, 3.1794, -1.0772]],
  "forces_ev_per_a": [[0.46, 1.20, -0.93], [-1.21, 0.50, 1.78], [0.22, 0.55, 1.18], [-0.15, -1.18, -1.89], [0.27, 2.38, -0.20], [-0.84, -1.35, 0.93], [-1.40, -2.03, -0.15], [0.73, -1.69, 0.45], [-0.68, 0.85, 0.71], [-1.07, -0.05, -0.09], [-0.84, -1.34, 1.51], [1.76, -0.14, -2.03], [-0.82, -2.74, 1.02], [0.38, -0.33, -0.45], [0.65, -0.45, -1.65], [0.66, 0.75, 0.20], [0.72, 0.82, -0.90], [1.55, 0.41, 0.71], [-0.80, 0.57, -0.15], [-0.82, 0.17, -1.49], [0.72, 0.77, -0.13], [1.08, 1.01, -0.71], [0.63, 0.13, 0.70], [0.35, -0.12, 0.60], [-1.55, 1.30, 0.98]]
}

=====

{
  "formula": "C8H13P",
  "method": "ωB97M-V with the def2-TZVPD basis set",
  "lumo_energy_ev": [-0.09, 0.59],
  "homo_lumo_gap_ha": [0.2895, 0.3008],
  "species": ["C", "C", "C", "C", "C", "C", "C", "C", "P", "H", "H", "H", "H", "H", "H", "H", "H", "H", "H", "H", "H", "H"],
  "positions_angstrom": [[-0.8635, 1.4253, -0.9529], [1.5591, 0.7829, -0.9705], [-1.0267, 1.6004, 0.5556], [2.4595, -0.3573, -0.9878], [0.1546, 0.3126, -1.0934], [-0.9429, 0.1488, 1.0748], [-0.2192, -0.5590, 0.0650], [-1.4249, -2.5052, 1.6740], [-1.7853, -1.2796, 0.1990], [-1.8847, 1.1344, -1.2981], [-0.5622, 2.2569, -1.4699], [1.7883, 1.2673, -0.0514], [1.7749, 1.5094, -1.7742], [-0.2278, 2.1559, 1.0159], [-1.9844, 2.0052, 0.7742], [3.3126, -0.3402, -0.3285], [2.3560, -1.1492, -1.7593], [0.1357, -0.3112, -1.9891], [-0.8911, 0.1516, 2.1353], [-2.2501, -2.8668, 2.1605], [-0.6136, -2.1186, 2.1919], [-1.0404, -3.3512, 1.0873]],
  "forces_ev_per_a": [[-1.67, -1.55, 0.72], [0.63, 0.48, -0.53], [-0.16, -1.16, -0.41], [0.71, -1.34, -0.79], [-0.61, -0.85, 0.11], [-0.20, 2.47, -0.44], [2.03, -1.07, -0.05], [0.91, 0.10, -4.56], [-1.59, -1.45, 1.49], [0.83, 0.00, -0.20], [0.59, 2.32, -1.22], [-0.35, 0.87, 0.89], [0.03, -0.08, 0.02], [0.25, 0.45, 0.21], [-0.70, 0.79, 0.40], [0.18, -0.31, -0.13], [0.18, 0.58, 0.73], [-0.49, 0.34, -0.34], [0.25, -0.84, 0.80], [-2.04, -0.30, 1.55], [1.14, 0.64, 1.48], [0.07, -0.09, 0.28]]
}

=====

{
  "formula": "C8H14",
  "method": "ωB97M-V with the def2-TZVPD basis set",
  "smiles": "C=C(/C=C/C)CCC",
  "lumo_energy_ev": 0.83,
  "homo_lumo_gap_ha": 0.3270,
  "species": ["C", "C", "C", "C", "C", "C", "C", "C", "H", "H", "H", "H", "H", "H", "H", "H", "H", "H", "H", "H", "H", "H"],
  "positions_angstrom": [[-1.4875, -1.5191, -0.8337], [-1.7248, -1.3395, 0.6469], [-0.6146, -0.9263, 1.4921], [0.0150, 0.3711, 1.1266], [0.0624, 1.4412, 2.0078], [1.9082, 1.1777, -2.2483], [1.2900, 1.4015, -0.8018], [0.9616, 0.3164, 0.0263], [-0.9694, -0.5982, -1.2191], [-0.6992, -2.1757, -1.0010], [-2.3621, -1.6660, -1.4631], [-2.5001, -0.5234, 0.9001], [-2.1029, -2.2631, 1.0810], [-0.9304, -0.8968, 2.5239], [0.3308, -1.6097, 1.4318], [0.6380, 2.3595, 1.9410], [-0.5837, 1.3446, 2.9031], [1.7969, 0.1509, -2.5769], [1.3866, 1.8989, -2.7761], [2.9626, 1.3312, -2.3240], [1.3402, 2.4084, -0.5243], [1.2821, -0.6838, -0.3123]],
  "forces_ev_per_a": [[0.26, 3.10, -0.23], [-2.94, 0.31, 0.08], [3.49, -0.40, 0.49], [2.04, 2.86, 2.78], [-1.51, -2.15, -0.42], [-0.09, -1.22, 3.37], [1.56, -4.78, -0.20], [0.36, 2.62, -3.31], [-0.91, -0.36, 0.20], [0.96, -2.06, -0.35], [0.01, -0.38, 0.25], [0.60, -1.29, -0.88], [-0.37, -0.17, -0.08], [-0.07, -0.06, 0.35], [-1.78, 0.44, 0.22], [0.05, -0.33, -0.40], [0.41, 0.29, -0.55], [-0.65, -0.03, -0.22], [-0.86, 1.05, -1.88], [0.81, 0.66, 0.21], [-0.96, 1.40, 0.65], [-0.44, 0.51, -0.06]]
}

=====

{
  "formula": "C8H14",
  "method": "ωB97M-V with the def2-TZVPD basis set",
  "lumo_energy_ev": -0.59,
  "homo_lumo_gap_ha": 0.2375,
  "species": ["C", "C", "C", "C", "C", "C", "C", "C", "H", "H", "H", "H", "H", "H", "H", "H", "H", "H", "H", "H", "H", "H"],
  "positions_angstrom": [[1.2864, 1.7850, 1.1535], [1.0138, 2.3746, -0.2042], [0.7782, 1.2960, -1.2997], [-0.4590, 0.5028, -1.0252], [-0.4758, -0.8730, -1.4487], [-1.4163, -2.6682, 1.3835], [-0.3681, -1.7046, 0.9213], [-0.7498, -0.7442, 0.0399], [2.0470, 1.0222, 1.1659], [0.3899, 1.3410, 1.5856], [1.5993, 2.5608, 1.8550], [1.7381, 3.0601, -0.6374], [0.0431, 2.8829, -0.2025], [1.6294, 0.5971, -1.3673], [0.5672, 1.8086, -2.2365], [-1.2805, -1.2186, -2.0827], [0.5202, -1.3374, -1.5847], [-1.8177, -3.1917, 0.5365], [-2.2186, -2.1857, 1.9404], [-0.9462, -3.3288, 2.1012], [0.4778, -1.7127, 1.6072], [-1.8143, -0.5622, 0.2419]],
  "forces_ev_per_a": [[-0.04, 0.65, 0.66], [-0.96, -0.68, -1.62], [-0.17, -0.24, 1.81], [0.70, -1.08, 0.92], [0.63, 0.72, -1.35], [0.54, 0.43, 0.85], [0.56, -0.14, 2.03], [-2.15, 2.16, -0.75], [0.46, -0.33, -0.22], [-0.08, -0.02, -0.19], [0.07, 0.02, 0.03], [0.40, 0.18, 0.62], [0.23, 0.34, 0.31], [0.21, 0.30, -0.34], [0.29, -0.18, -0.32], [-0.24, -0.76, 0.47], [-0.25, 0.04, -0.71], [-0.36, -0.41, -0.30], [-0.23, 0.19, -0.15], [-0.09, -0.56, -0.07], [0.72, 0.03, -0.87], [-0.23, -0.63, -0.81]]
}

=====

{
  "formula": "C8H14",
  "method": "ωB97M-V with the def2-TZVPD basis set",
  "smiles": "C=C(/C=C/C)CCC",
  "lumo_energy_ev": 0.97,
  "homo_lumo_gap_ha": 0.3358,
  "species": ["C", "C", "C", "C", "C", "C", "C", "C", "H", "H", "H", "H", "H", "H", "H", "H", "H", "H", "H", "H", "H", "H"],
  "positions_angstrom": [[-2.2901, -2.1798, 1.0108], [-1.3126, -1.0587, 1.2608], [0.0872, -1.2842, 0.5746], [0.8249, 0.0201, 0.4852], [1.8914, 0.2800, 1.2599], [0.7412, 2.6203, -2.3334], [1.2513, 1.5724, -1.3822], [0.3745, 0.8936, -0.6355], [-1.8411, -3.1610, 1.1932], [-3.2111, -2.1822, 1.5932], [-2.5525, -2.1776, -0.0479], [-1.7168, -0.0630, 1.0637], [-1.0587, -0.9155, 2.3200], [0.5822, -2.0176, 1.1985], [-0.2187, -1.7009, -0.3868], [2.7673, 0.7839, 0.8687], [1.9727, -0.2497, 2.2023], [1.1539, 3.5950, -2.0533], [1.1729, 2.4189, -3.3225], [-0.3319, 2.7412, -2.4535], [2.3224, 1.4397, -1.4088], [-0.6084, 0.6253, -1.0069]],
  "forces_ev_per_a": [[0.00, -0.52, -0.31], [0.90, 0.54, 1.24], [-2.73, 0.83, 1.39], [0.60, -0.50, -0.97], [-0.29, -0.79, -0.33], [1.10, -0.09, -1.00], [-2.04, 0.89, -0.63], [2.17, -1.77, 0.06], [0.19, 0.09, 0.06], [0.03, 0.41, 0.05], [-0.21, -0.03, -0.07], [-0.16, -0.14, -0.72], [-0.28, -0.48, 0.13], [0.38, -0.21, -0.27], [0.88, 0.09, -0.34], [-0.42, 1.13, 0.56], [0.50, -0.45, -0.27], [-0.08, -0.02, 0.11], [-0.17, 0.17, -0.09], [-0.10, -0.35, 0.34], [0.17, 0.13, 0.82], [-0.44, 1.06, 0.25]]
}

=====

{
  "formula": "C8H14",
  "method": "ωB97M-V with the def2-TZVPD basis set",
  "smiles": "C=CC=C.C=CCC",
  "lumo_energy_ev": 1.08,
  "homo_lumo_gap_ha": 0.3695,
  "species": ["C", "C", "C", "C", "H", "H", "H", "H", "H", "H", "H", "H", "C", "C", "C", "C", "H", "H", "H", "H", "H", "H"],
  "positions_angstrom": [[0.6647, -1.3020, -0.1457], [1.9712, -1.3591, -0.9415], [2.3798, -0.0578, -1.5476], [3.4651, 0.6075, -1.1875], [-0.1280, -0.9311, -0.7971], [0.4101, -2.3068, 0.1929], [0.7063, -0.6603, 0.7314], [1.8571, -2.1158, -1.7208], [2.7872, -1.6928, -0.2951], [1.7080, 0.3933, -2.2741], [3.7577, 1.5221, -1.6883], [4.1220, 0.2113, -0.4233], [-3.6585, -0.0885, 0.0291], [-3.0754, 0.5038, 1.0683], [-1.7222, 1.0450, 0.9883], [-1.0552, 1.6399, 1.9665], [-3.1672, -0.1659, -0.9321], [-4.6656, -0.4695, 0.1283], [-3.6018, 0.5226, 2.0155], [-1.2949, 1.0347, -0.0090], [-0.0468, 2.0103, 1.8520], [-1.4136, 1.6590, 2.9897]],
  "forces_ev_per_a": [[0.09, -0.14, -0.29], [0.08, -0.08, 0.37], [-0.23, 0.23, 0.16], [0.16, -0.01, -0.25], [-0.16, -0.08, 0.10], [-0.17, 0.03, -0.02], [0.17, 0.12, -0.04], [0.03, 0.01, -0.09], [-0.03, -0.09, 0.00], [0.03, -0.14, -0.14], [-0.05, 0.08, 0.18], [0.12, 0.02, -0.01], [-0.21, 0.21, 0.23], [0.18, -0.45, -0.10], [-0.24, 0.54, -0.31], [0.31, -0.39, 0.62], [-0.01, -0.01, -0.04], [0.01, -0.12, -0.15], [0.07, 0.19, 0.10], [0.11, -0.09, 0.01], [0.01, 0.11, -0.28], [-0.28, 0.08, -0.06]]
}

=====

{
  "formula": "C8H14",
  "method": "ωB97M-V with the def2-TZVPD basis set",
  "smiles": "C=CCC(=C)CCC",
  "lumo_energy_ev": 1.06,
  "homo_lumo_gap_ha": 0.3590,
  "species": ["C", "C", "C", "C", "C", "C", "C", "C", "H", "H", "H", "H", "H", "H", "H", "H", "H", "H", "H", "H", "H", "H"],
  "positions_angstrom": [[-1.8004, -1.4743, -0.1845], [-0.7503, -1.5128, -1.2641], [0.6819, -1.2099, -0.8225], [0.8592, -0.3889, 0.5473], [0.1698, -0.4848, 1.7749], [1.6964, 0.9411, 0.1759], [0.8688, 2.1373, 0.6592], [-0.0130, 2.8777, -0.1112], [-2.7766, -2.0736, -0.3102], [-2.3485, -0.6262, 0.1804], [-1.4399, -2.0628, 0.7300], [-1.0530, -0.8642, -2.0210], [-0.9368, -2.4764, -1.7374], [1.0652, -0.7642, -1.7914], [1.3902, -2.0294, -0.6407], [-0.9035, -0.8999, 1.9337], [0.6229, 0.2244, 2.5099], [2.5902, 0.8960, 0.8296], [1.7397, 0.8243, -0.9453], [1.0278, 2.5383, 1.6340], [-0.5424, 3.8156, 0.1324], [-0.1478, 2.6127, -1.2789]],
  "forces_ev_per_a": [[-2.33, -3.26, 2.58], [-1.10, -1.39, 1.17], [0.16, 0.35, 0.56], [-2.15, 0.96, -0.28], [0.83, 0.91, -2.53], [-1.55, -1.38, 1.61], [-1.65, 1.91, -2.95], [1.53, -1.75, -2.03], [1.48, 0.18, -1.10], [0.98, 1.42, 0.00], [-0.33, 0.95, -1.29], [-0.21, 1.55, -1.28], [0.85, -0.36, 0.00], [0.30, 0.29, 1.67], [-0.74, -0.55, -0.26], [2.87, 0.33, 0.06], [-0.92, -0.65, -0.34], [0.19, 0.25, -1.21], [0.83, 0.91, 1.52], [0.21, -0.22, 0.82], [0.44, -0.83, 0.48], [0.31, 0.38, 2.82]]
}

=====

{
  "formula": "C8H14BFO",
  "method": "ωB97M-V with the def2-TZVPD basis set",
  "smiles": "C/C=C/C(F)=C(\\C)B(O)CC",
  "lumo_energy_ev": 0.60,
  "homo_lumo_gap_ha": 0.3322,
  "species": ["B", "C", "C", "C", "C", "C", "C", "C", "C", "O", "F", "H", "H", "H", "H", "H", "H", "H", "H", "H", "H", "H", "H", "H", "H"],
  "positions_angstrom": [[-1.7504, -0.1605, 0.0182], [2.1560, -0.2716, -0.0104], [3.2096, 0.3644, -0.4958], [-0.2829, -0.6095, 0.3002], [0.7334, 0.1817, -0.1013], [4.5785, -0.1666, -0.1959], [-0.0203, -1.6982, 1.3058], [-3.8741, 1.3437, -0.5025], [-2.3676, 1.1434, -0.7598], [-2.5855, -1.1030, 0.6161], [0.5920, 1.1443, -1.0040], [2.2873, -1.1184, 0.7851], [3.1389, 1.1992, -1.1301], [4.4851, -1.2371, -0.1000], [5.2738, 0.1471, -0.9428], [4.8835, 0.3017, 0.8113], [-0.9048, -1.6145, 1.8370], [0.0137, -2.7146, 0.8784], [0.8500, -1.4724, 1.9149], [-4.1159, 1.7030, 0.4850], [-4.2097, 2.0769, -1.1851], [-4.4276, 0.4877, -0.6877], [-2.2747, 0.8776, -1.8824], [-1.8946, 2.0794, -0.5568], [-3.4938, -0.8838, 0.6024]],
  "forces_ev_per_a": [[-0.61, -0.14, 0.33], [-1.14, -0.30, 2.74], [0.40, -1.41, 0.41], [0.72, 2.08, -0.56], [1.48, -2.98, -0.87], [-0.48, 1.25, 1.81], [0.65, 0.03, -1.25], [1.60, 0.89, 0.34], [-0.51, -2.34, -0.72], [1.18, 0.41, -0.44], [-0.53, 1.09, -0.23], [0.08, 1.53, -2.03], [-0.37, 1.06, -0.65], [0.51, -0.30, 0.09], [0.66, -0.10, -0.42], [-0.09, -0.84, -1.41], [-1.35, -0.60, 1.90], [0.18, 0.42, 0.07], [-0.17, -0.30, 0.14], [0.11, 0.07, 0.51], [-0.63, 0.90, -0.73], [-1.16, -1.83, -0.37], [0.19, 0.64, 1.55], [0.81, 0.39, -0.09], [-1.55, 0.37, -0.13]]
}

=====

DFT total energy? In order: -1411.797406; -653.783822; -313.122168; -312.988530; -313.134502; -313.140234; -313.051964; -513.173150 Eh.
F_max? In order: 3.04; 4.65; 5.03; 3.14; 3.17; 0.80; 4.77; 3.44 eV/A.
Relative energy (zero: lowest compared OMol25 entry of this formula, charge and spin)? In order: 0.3; 305.5; 250.0; 600.9; 217.7; 202.6; 434.4; 0.0 kJ/mol.